This record from the Open Molecules 2025 dataset describes a structure of composition C39H42N4OS2SiV in a non-equilibrium geometry. The level of theory is the ωB97M-V functional and the def2-TZVPD basis.

```
! RIJCOSX wB97M-V def2-TZVPD def2/J DEFGRID3
* xyz 2 2
V 0.4438 0.4989 -0.3910
C 1.6410 2.0200 2.6958
C 0.3090 1.3309 2.5539
C 0.0344 0.1286 3.2074
C -1.2296 -0.4371 3.1619
C -2.2534 0.1918 2.4732
C -2.0140 1.4074 1.8507
C -0.7417 1.9730 1.8827
H 1.5900 2.7512 3.5047
H 1.9091 2.5598 1.7831
H 2.4326 1.3149 2.9477
H 0.7968 -0.3373 3.8174
H -1.4201 -1.3645 3.6788
H -3.2434 -0.2374 2.4590
H -2.8366 1.9486 1.4036
H -0.5975 2.9846 1.5173
C 3.5367 -0.1251 0.3782
C 3.0157 -1.0854 -0.6353
C 3.8887 -2.0302 -1.2120
C 3.4353 -2.9009 -2.1646
C 2.0744 -2.8705 -2.5352
C 1.5080 -3.7209 -3.5089
C 0.1667 -3.6630 -3.7925
C -0.6677 -2.7616 -3.1219
C -0.1387 -1.8984 -2.1837
S -1.1244 -0.7582 -1.3021
C 1.2434 -1.9224 -1.8758
N 1.7386 -1.0395 -0.9688
H 4.2093 0.5860 -0.1068
H 4.1131 -0.6535 1.1354
H 2.7037 0.4280 0.8306
H 4.9190 -2.0414 -0.8939
H 4.1009 -3.6105 -2.6334
H 2.1534 -4.4016 -4.0431
H -0.2600 -4.3164 -4.5377
H -1.7224 -2.7306 -3.3538
C 2.1274 -5.2996 2.2555
N 2.6344 -4.1004 2.8523
C 3.7422 -4.1101 3.7951
C 3.8452 -2.6378 4.2274
N 2.9956 -1.9699 3.2503
C 2.2327 -2.8656 2.5857
S 0.9995 -2.4450 1.5303
H 1.7397 -5.9710 3.0221
H 2.9156 -5.8128 1.7037
H 1.3247 -5.0331 1.5710
H 4.6492 -4.4591 3.2905
H 3.5307 -4.7824 4.6291
H 4.8665 -2.2579 4.1639
H 3.4705 -2.4866 5.2454
H 2.6585 -1.0355 3.4173
O 1.2937 1.4101 -1.3941
Si 2.1942 2.3019 -2.4646
C 2.1261 4.0395 -1.7193
C 2.8895 5.0666 -2.2657
C 2.8472 6.3385 -1.7243
C 2.0370 6.6013 -0.6325
C 1.2697 5.5886 -0.0773
C 1.3219 4.3161 -0.6172
C 3.9703 1.6268 -2.4029
C 4.9321 2.2540 -1.6114
C 6.2551 1.8533 -1.6580
C 6.6351 0.8207 -2.4997
C 5.6858 0.1814 -3.2822
C 4.3606 0.5771 -3.2288
C 1.4692 2.0804 -4.1938
C 0.2498 1.4493 -4.4277
C -0.2743 1.4048 -5.7082
C 0.4114 1.9868 -6.7623
C 1.6445 2.5779 -6.5452
C 2.1725 2.6200 -5.2687
H 3.5217 4.8607 -3.1141
H 3.4481 7.1227 -2.1582
H 2.0076 7.5935 -0.2108
H 0.6365 5.8002 0.7723
H 0.7372 3.5043 -0.1958
H 4.6406 3.0792 -0.9786
H 6.9913 2.3662 -1.0579
H 7.6727 0.5377 -2.5680
H 5.9835 -0.6097 -3.9529
H 3.6252 0.0931 -3.8574
H -0.2815 0.9871 -3.5995
H -1.2226 0.9240 -5.8914
H -0.0088 1.9702 -7.7556
H 2.1964 3.0124 -7.3626
H 3.1392 3.0679 -5.0946
N -1.4598 2.3488 -1.1419
H -2.3767 1.9984 -0.8730
H -1.4127 2.3072 -2.1585
H -1.4363 3.3339 -0.8912
*
```

Output
Kohn-Sham gap (spin up / spin down)   5.362 / 6.584 eV
HOMO level (spin up / spin down)   -13.141 / -13.152 eV


This record from the Open Molecules 2025 dataset describes a structure of composition C4H3N3O in a non-equilibrium geometry. The level of theory is the ωB97M-V functional and the def2-TZVPD basis.

```
! RIJCOSX wB97M-V def2-TZVPD def2/J DEFGRID3
* xyz 0 1
C 0.4416 1.4401 -1.1448
C -0.7264 0.1379 -0.0100
C -0.9723 -1.4228 1.2126
C 0.5022 -0.4665 0.0445
H 0.7011 2.0819 -2.0750
H -1.4994 -2.1857 1.8656
H 2.3363 0.5748 -0.3771
N -0.7877 1.3625 -0.6514
N -1.5854 -0.3889 0.8307
N 1.3183 0.5157 -0.6667
O 0.2717 -1.6489 0.9717
*
```

Output
Kohn-Sham gap   9.287 eV
HOMO level   -8.819 eV


This record from the Open Molecules 2025 dataset describes a cluster of 7 separate species, C28H46BrN2O25PS in total in a non-equilibrium geometry. The level of theory is the ωB97M-V functional and the def2-TZVPD basis.

```
! RIJCOSX wB97M-V def2-TZVPD def2/J DEFGRID3
* xyz 0 1
C 3.6297 0.7305 4.1062
S 2.4047 1.2259 2.7365
O 1.1095 1.6758 3.4835
O 2.9857 2.5289 2.0818
N 2.1346 -0.0625 1.5681
C 1.1039 0.2454 0.4615
O 1.2918 0.7360 -0.7697
C -0.3092 -0.2342 1.1379
C -1.8793 0.0415 0.7601
O -2.1650 0.8944 -0.4035
C -3.0822 -0.6741 1.6754
C -4.6813 -0.4301 1.2538
O -4.8209 -0.9712 -0.1392
O -4.3222 -2.1765 -0.1266
C -2.7360 -1.6483 2.9904
P -4.0518 -2.5074 4.0803
N -5.3146 -1.5795 4.4884
C -1.1357 -1.9356 3.3828
Br -0.5215 -3.0979 4.8903
C -0.0233 -1.2146 2.4193
C 1.6150 -1.2406 2.3936
O 2.2578 -2.2351 3.0102
H 4.7198 1.1491 3.8957
H 3.7566 -0.4507 4.1855
H 3.1923 1.0850 5.1442
H -1.8250 0.3730 -1.1982
H -5.4272 -1.0539 1.9050
H -4.9723 0.7025 1.1989
H -3.6636 -2.3044 -0.8823
H -3.4391 -2.9298 5.3456
H -4.4464 -3.7235 3.3551
H -5.1503 -0.6440 4.0407
C -0.7964 3.8746 2.2033
O -2.1982 3.8286 2.4628
C -2.6224 4.7170 3.3968
O -1.9205 5.5134 4.0002
O -3.9629 4.5657 3.5431
C -4.5513 5.4425 4.5017
H -0.5689 3.1234 1.4420
H -0.5077 4.8567 1.8152
H -0.2284 3.6317 3.1072
H -4.4127 6.4874 4.2056
H -4.1334 5.2623 5.4974
H -5.6242 5.2345 4.5364
C -11.2608 -2.2158 2.6764
O -10.5387 -2.9287 1.6739
C -9.4214 -2.2962 1.2347
O -9.0125 -1.2121 1.6202
O -8.8379 -3.0789 0.2923
C -7.6420 -2.5356 -0.2635
H -12.1337 -2.8134 2.9533
H -10.6434 -2.0738 3.5693
H -11.6110 -1.2536 2.2891
H -6.8800 -2.4062 0.5119
H -7.8476 -1.5861 -0.7683
H -7.2616 -3.2437 -1.0047
C 8.5568 4.2731 4.3345
O 9.4028 3.3935 5.0727
C 8.9592 2.1125 5.1333
O 7.9359 1.6830 4.6241
O 9.8516 1.3921 5.8587
C 9.5118 0.0149 6.0068
H 9.0077 5.2691 4.3516
H 8.4783 3.9485 3.2919
H 7.5667 4.3353 4.7976
H 9.4715 -0.4799 5.0311
H 8.5600 -0.0930 6.5368
H 10.2935 -0.4638 6.6030
C -3.8325 -2.6272 -6.3370
O -3.8077 -3.9946 -5.9316
C -3.6328 -4.1785 -4.5986
O -3.5017 -3.2968 -3.7640
O -3.6290 -5.5134 -4.3550
C -3.4523 -5.8590 -2.9826
H -3.9773 -2.5986 -7.4204
H -4.6670 -2.0995 -5.8640
H -2.8813 -2.1381 -6.1036
H -4.2715 -5.4605 -2.3755
H -2.4858 -5.4991 -2.6152
H -3.4653 -6.9496 -2.9043
C 3.3432 3.7430 -6.9401
O 3.1730 4.0594 -5.5597
C 3.2677 2.9925 -4.7266
O 3.4784 1.8373 -5.0617
O 3.0876 3.4335 -3.4561
C 3.1614 2.4114 -2.4641
H 3.2478 4.6692 -7.5133
H 4.3398 3.3273 -7.1207
H 2.5660 3.0487 -7.2756
H 4.1507 1.9424 -2.4658
H 2.3769 1.6640 -2.6208
H 3.0031 2.8764 -1.4872
C 8.0972 -2.5321 -7.6614
O 6.6954 -2.5781 -7.4020
C 6.2712 -1.6897 -6.4680
O 6.9731 -0.8933 -5.8646
O 4.9306 -1.8410 -6.3217
C 4.3422 -0.9642 -5.3631
H 8.3246 -3.2833 -8.4228
H 8.3859 -1.5500 -8.0496
H 8.6652 -2.7750 -6.7576
H 4.4809 0.0806 -5.6592
H 4.7602 -1.1444 -4.3674
H 3.2693 -1.1722 -5.3284
*
```

Output
Kohn-Sham gap   6.517 eV
SMILES   CS(=O)(=O)N1C(=O)c2c(O)c(COO)c([PH2]=N)c(Br)c2C1=O.COC(=O)OC.COC(=O)OC.COC(=O)OC.COC(=O)OC.COC(=O)OC.COC(=O)OC
HOMO level   -8.967 eV


Number 1: E -104358.50292 eV. Number 2: E -10711.17987 eV. Number 3: E -174097.24665 eV.